[1]
C10H27O3P | ωB97M-V with the def2-TZVPD basis set

Each line ends with the natural charge from an NBO analysis.
CARTESIAN COORDINATES (ANGSTROEM)
1 H -0.4942 -1.2247 -2.5922  0.16
2 H 0.3155 -0.6594 -4.5375  -0.02
3 H 1.3328 -2.6580 -6.5765  0.22
4 H 2.1689 0.9618 2.4580  0.19
5 C -0.5471 1.3628 4.2787  -0.09
6 H 1.2815 -0.3716 3.2259  0.17
7 H 1.9952 0.9320 4.2228  0.18
8 H -2.0349 -2.2622 -2.2726  0.18
9 H 1.2844 4.7440 5.2236  0.17
10 P -0.4734 -1.8399 -4.8694  0.98
11 C 1.6439 3.7298 5.0181  -0.26
12 C -0.5115 -0.5876 0.1303  -0.64
13 H -3.5684 -0.1664 -1.9640  0.22
14 O 0.2910 1.4401 3.1216  -0.56
15 O -1.9190 -1.0935 -4.1757  -0.84
16 C 1.4961 0.6996 3.2784  -0.26
17 C 2.3129 -2.3447 -4.4239  -0.65
18 H -2.7458 -1.1078 0.2628  0.20
19 H -1.0462 -1.8581 -6.2087  -0.01
20 H 0.8933 -3.9696 -5.1666  0.21
21 H 1.9178 -1.8186 -3.4414  0.20
22 H -0.7006 -2.9412 -3.9235  -0.04
23 H 2.8912 -3.3359 -4.1045  0.22
24 C -2.1038 -0.2206 -0.2037  -0.41
25 H -1.1809 2.5754 5.9360  0.18
26 C 1.0994 -2.8278 -5.4424  -0.75
27 C -1.6776 -1.2159 -2.7007  -0.10
28 H -2.2999 0.8106 0.3590  0.22
29 H -0.3013 0.4793 4.8823  0.18
30 H -2.0514 1.0305 -2.1630  0.22
31 C -0.4592 2.6425 5.1148  -0.09
32 H -0.2103 -1.6699 -0.2618  0.20
33 H -0.2933 -0.5027 1.2963  0.23
34 H 0.1556 0.1650 -0.4884  0.21
35 H 2.6682 3.6409 5.3909  0.19
36 H -1.5753 1.2478 3.9191  0.18
37 H -0.7140 3.5237 4.5143  0.18
38 H 1.6489 3.5495 3.9406  0.18
39 C -2.3984 -0.0372 -1.8191  -0.43
40 H 3.0757 -1.6070 -4.9477  0.22
41 O 0.8340 2.7847 5.7100  -0.55

Atomic forces in eV per Å
-2.3601 0.3574 0.4481
-0.5739 -0.8236 -0.2245
-0.1671 -0.4864 2.1762
-0.1831 0.0006 0.0290
-0.0298 0.5106 -0.3144
0.0990 -0.0771 0.0754
-0.0620 -0.0289 0.0072
0.5896 1.9562 -1.0425
0.0498 0.0218 -0.1175
-0.0648 -0.8065 -0.4715
0.0331 -0.0745 0.2528
-0.1303 0.0504 -0.6099
2.4738 0.5144 0.1052
0.1362 -0.1536 0.4498
1.0485 -0.5301 2.1173
-0.0578 0.1462 -0.1746
0.6672 -0.8512 -0.3267
1.1239 2.1197 -1.0571
0.0064 0.1812 1.1283
0.4012 2.4005 -1.0800
0.6723 -1.1105 -1.9879
0.1753 0.7414 -0.6585
-1.0002 2.3908 -0.5531
1.0619 -0.2668 0.3969
-0.0073 -0.0087 -0.0596
0.8388 -0.1821 0.8970
0.1472 0.2955 0.2817
0.0805 -2.3628 -1.2400
0.0441 0.1861 -0.0183
-0.7000 -2.1662 0.5593
0.2608 -0.5331 0.3012
-0.7875 2.2472 0.9771
-0.4602 -0.1066 -2.6619
-1.1763 -1.3867 1.5005
-0.1905 -0.0433 0.0407
0.0132 0.0084 0.0492
0.0729 -0.1339 -0.0390
-0.0533 0.0063 0.0078
-0.2205 -0.6203 0.2253
-1.6429 -1.5407 1.1090
-0.1283 0.1589 -0.4979

Results
SMILES: CCCCO[PH3]CC.COCCOC

=====

[2]
C7H19ClInN3O5P | ωB97M-V with the def2-TZVPD basis set

Each line ends with the Löwdin charge.
CARTESIAN COORDINATES (ANGSTROEM)
1 H -1.1755 -3.8249 3.1720  0.08
2 H -0.8103 2.7742 -3.5455  -0.13
3 H 1.7729 -2.3297 -0.2527  0.06
4 H 0.6766 3.6833 3.8057  0.06
5 C -0.9518 -4.1054 2.1398  -0.09
6 C -0.2250 -2.3586 0.4526  -0.53
7 N 3.1307 -0.8951 -3.2233  -0.10
8 C -0.7105 3.0094 1.6030  -0.56
9 H 0.0685 -4.4683 2.0887  0.07
10 N -1.1405 -2.9653 1.2666  0.01
11 N 0.5530 3.5199 1.7185  0.01
12 H -2.0522 -2.5387 1.2267  0.14
13 O 3.1702 -1.3778 -2.1480  0.01
14 H -1.6283 -4.9122 1.8489  0.08
15 H 1.4205 0.8153 -4.9188  0.01
16 C 1.3210 0.2920 -3.9740  -0.31
17 O -1.1679 2.7647 0.5103  0.01
18 C 1.2761 3.8725 2.9217  -0.09
19 H -2.4553 2.3589 2.6177  0.08
20 H -0.1837 1.2437 -1.1161  -0.10
21 Cl -2.5834 -0.2592 -5.4970  -0.06
22 H 1.6228 -2.8631 1.4290  0.08
23 In -0.4594 1.1669 -2.8349  0.28
24 O 2.5754 0.3798 -3.2065  -0.25
25 C 1.1748 -2.9193 0.4353  0.00
26 H -1.6289 3.6962 3.4298  0.08
27 O -0.5501 -1.4018 -0.2217  0.01
28 H 1.0089 3.6489 0.8289  0.14
29 O -1.8321 -1.9743 -3.1012  -0.53
30 P -2.4231 -0.4163 -3.3804  0.27
31 H -1.3607 -1.9422 -2.2537  -0.03
32 H 2.1961 3.2868 2.9879  0.08
33 H 1.1054 -0.7444 -4.2004  0.01
34 H 1.5450 4.9317 2.8986  0.08
35 H 1.1689 -3.9564 0.0962  0.09
36 H -0.9642 2.0446 3.5159  0.08
37 C -1.4840 2.7641 2.8806  -0.02

Atomic forces in eV per Å
0.0856 -0.1087 0.0482
-0.0025 -0.2683 0.0140
-0.0514 0.0597 -0.0282
-0.0365 -0.0137 0.0071
-0.3548 0.2634 -0.0980
-0.0872 -0.0352 0.0623
-0.4561 -0.1029 -0.4360
0.0822 -0.0663 -0.1751
0.0385 0.0137 -0.0268
0.2004 -0.0811 0.0594
-0.0352 0.0853 0.2591
-0.0268 0.0056 -0.0262
0.4581 0.2038 0.2439
0.0894 -0.0976 0.0584
0.3203 0.1455 -0.2120
-0.3999 0.4370 0.0324
-0.3960 0.2510 0.1974
0.0932 -0.0123 -0.4638
-0.0027 -0.0111 -0.0992
0.1043 -0.1608 -0.2979
0.3866 -0.3255 0.0331
0.0122 -0.1068 -0.0010
0.5324 0.3238 -0.1197
-0.1888 -0.2891 0.4246
0.0674 0.0477 -0.0436
0.0488 -0.0435 0.0856
-0.0937 -0.1409 -0.2113
0.0098 -0.0734 -0.0355
0.0162 0.0710 -0.2077
-0.7167 0.2305 0.5379
0.2058 0.1132 -0.1362
0.0064 0.0196 0.1501
0.0111 -0.3593 0.0467
0.0136 0.0034 0.1548
0.0415 -0.0322 0.0866
0.0006 0.0716 0.0733
0.0235 -0.0168 0.0432

Results
net charge: -1

=====

[3]
C4H6FNO2 | ωB97M-V with the def2-TZVPD basis set

Each line ends with the natural charge from an NBO analysis.
CARTESIAN COORDINATES (ANGSTROEM)
1 H -2.1736 0.6263 0.2970  0.22
2 O 0.5663 -0.7609 1.3555  -0.51
3 H 1.4712 -2.0424 -1.9509  0.42
4 C -1.5764 1.4873 0.3971  -0.47
5 N 1.0441 -1.9679 -0.9550  -0.83
6 C 1.6347 -1.3152 1.2647  0.35
7 O 2.9122 -2.9899 0.0192  -0.57
8 H 0.1413 -1.4541 -0.9185  0.44
9 F -0.6638 1.0399 -1.7494  -0.38
10 H 0.1104 2.5397 -0.5968  0.18
11 H 2.4095 -1.1908 2.0825  0.15
12 H -1.7137 2.0581 1.2746  0.22
13 C 1.8771 -2.3137 0.0561  0.57
14 C -0.7134 1.7837 -0.5451  0.23

Atomic forces in eV per Å
-0.7859 -0.8205 -0.2665
0.6739 0.0314 0.0364
-1.2704 -0.2851 2.5227
0.5817 0.1556 -0.8234
0.5300 -0.4801 -3.5054
-1.0486 -0.9854 0.7678
-2.1859 0.8482 -0.2675
1.4644 -0.4464 0.6486
-0.1148 0.5722 1.6617
-1.1933 -0.6136 0.2578
-0.2581 -0.2844 -1.0111
0.3052 0.5791 0.7250
2.0959 1.6259 0.8104
1.2059 0.1032 -1.5566

Results
SMILES: NC(=O)C=O.C=CF
relative energy (zero: lowest compared OMol25 entry of this formula, charge and spin): 199.33 kJ/mol

=====

[4]
C11H10BrNSr | ωB97M-V with the def2-TZVPD basis set

Each line ends with the natural charge from an NBO analysis.
CARTESIAN COORDINATES (ANGSTROEM)
1 C -2.1151 -0.8002 0.3822  -0.47
2 C -2.3517 0.6133 0.4692  -0.39
3 H 2.7773 -1.4432 -1.7295  0.22
4 H -2.3515 1.9865 2.2573  0.18
5 C 0.2895 0.6673 -2.5252  -0.36
6 H -0.6245 0.9856 -3.0258  0.19
7 C -2.1794 1.0006 1.8268  -0.35
8 Sr 0.6348 -0.4643 0.3581  1.74
9 H 3.2870 1.1428 -1.0827  0.21
10 H -2.1850 -1.4273 -0.5137  0.20
11 C 2.1217 -0.5952 -1.9213  -0.43
12 C -1.7683 -0.1438 2.5726  -0.35
13 C -1.7755 -1.2733 1.6867  -0.40
14 Br 1.3750 -3.0246 1.3476  -0.92
15 H 0.2918 -1.5566 -2.8275  0.20
16 C 2.3872 0.7640 -1.5664  -0.40
17 C 0.8099 -0.6583 -2.4916  -0.41
18 H -1.6294 -2.3171 1.9878  0.22
19 H -2.6879 1.2703 -0.3350  0.19
20 C 1.2591 1.5418 -1.9491  -0.37
21 H -1.5921 -0.1499 3.6543  0.20
22 H 1.2067 2.6309 -1.9462  0.19
23 C 1.8747 0.5219 2.4658  -0.24
24 N 2.9459 0.7288 2.9055  -0.67

Atomic forces in eV per Å
-0.2956 0.2103 0.4167
-0.0083 -0.4452 0.4012
-0.1838 0.1795 -0.0048
0.2013 -0.1353 -0.2461
0.6817 -0.0419 0.0956
0.0865 -0.1488 0.3705
0.4168 -0.7524 -0.1421
-0.6661 0.8692 0.5644
-0.2400 -0.1558 -0.1273
-0.0632 0.3011 0.2924
-0.2217 0.4554 -0.2476
-0.7202 -0.2799 -0.7246
-0.4039 0.6932 0.4127
0.2611 -0.8633 -0.0333
0.1975 0.2217 0.0502
-0.3680 -0.3727 -0.4680
0.5005 0.5684 0.0559
0.1944 0.5719 -0.2771
0.2278 -0.2448 0.1523
0.0074 -0.6025 -0.3631
0.0825 -0.1039 -0.5556
-0.0932 -0.3149 0.2446
1.6174 0.4883 0.4382
-1.2106 -0.0975 -0.3051

Results
net charge: -2
relative energy (zero: lowest compared OMol25 entry of this formula, charge and spin): 0.00 kJ/mol

=====

[5]
C2H3AgFO2 | ωB97M-V with the def2-TZVPD basis set

Each line ends with the natural charge from an NBO analysis.
CARTESIAN COORDINATES (ANGSTROEM)
1 H 0.1785 -0.2468 -3.1586  0.57
2 C 1.1416 0.0005 0.3036  0.91
3 F 0.8693 0.2520 -2.7867  -0.56
4 O 2.2233 -0.2627 0.4233  -0.27
5 Ag -2.0865 -0.6240 3.4029  0.96
6 O -0.6583 0.1834 1.7179  -0.91
7 C -0.3653 0.1897 0.4309  -0.14
8 H -0.7689 -0.6295 -0.2052  0.22
9 H -0.5337 1.1375 -0.1281  0.22

Atomic forces in eV per Å
0.2204 0.1498 -0.1218
1.0056 -0.7151 0.1048
-0.2662 -0.1893 0.2510
-0.6578 0.3894 -0.0814
0.6779 0.3678 -0.8732
-0.3301 -0.3066 0.8677
-0.8440 0.3669 -0.3122
0.2345 0.1280 0.0360
-0.0403 -0.1907 0.1291

Results
net charge: +1
relative energy (zero: lowest compared OMol25 entry of this formula, charge and spin): 62.69 kJ/mol

=====

[6]
C7H6N2 | ωB97M-V with the def2-TZVPD basis set

Each line ends with the natural charge from an NBO analysis.
CARTESIAN COORDINATES (ANGSTROEM)
1 C 1.3565 1.2309 -0.1789  -0.34
2 H 2.3433 1.5627 0.0963  0.22
3 C -1.5260 -0.7099 0.1723  -0.04
4 N -0.9627 -1.0251 1.4329  -0.25
5 H 0.4004 -2.3865 2.3595  0.20
6 H 0.5498 -2.2902 0.5273  0.20
7 H -2.4457 -1.2169 -0.0595  0.23
8 N 0.3221 -0.4035 1.5906  -0.26
9 C 0.6746 1.6638 -1.3852  -0.15
10 C 0.2202 -1.8198 1.4542  -0.04
11 H 1.1239 2.3709 -2.0657  0.21
12 C -0.5598 1.1139 -1.5574  -0.29
13 C 0.5838 0.3706 0.4863  0.18
14 C -0.8510 0.2253 -0.4967  -0.08
15 H -1.2294 1.3136 -2.3759  0.22

Atomic forces in eV per Å
0.6216 0.0373 0.3604
0.1032 0.0864 0.0431
0.2862 0.2738 -0.3652
-1.1119 -0.0544 0.5275
0.0120 -0.0604 -0.0027
-0.0685 0.2463 -0.0074
-0.1345 -0.0954 -0.0640
0.7912 0.8965 0.6218
-0.2153 -0.0944 -0.0072
0.5721 -1.1930 -0.1496
-0.0010 0.0095 -0.1134
-0.2596 0.1224 -0.5350
-4.2061 -0.5651 -2.9008
3.5951 0.2355 2.7479
0.0157 0.1550 -0.1554

Results
SMILES: c1cc2cn3n(c-2c1)C3
relative energy (zero: lowest compared OMol25 entry of this formula, charge and spin): 424.06 kJ/mol

=====

Highest occupied orbital energy per entry: -9.2, -3.2, -9.8, -1.2, -13.9, -8.2 eV
Orbital gap per entry: 10.06, 5.65, 9.80, 6.66, 8.24, 8.64 eV